one | ORCA calculation (ωB97M-V with the def2-TZVPD basis set) on a single C4H9N3 molecule.

## Properties
* 2S+1: 1
* SMILES: C=N/C(N)=C(\C)N

Each atom is followed by the atoms it is bonded to, with distances in Å.
Geometry (Å):
1 C 1.34251 0.47345 2.11858  N2 1.259, H8 1.091, H9 1.101
2 N 0.75922 -0.35832 1.37439  C1 1.259, C3 1.692
3 C -0.46514 0.21367 0.35660  N2 1.692, N4 1.364, C5 1.298
4 N -1.32680 1.13415 0.87607  C3 1.364, H10 1.009, H11 1.011
5 C -0.00018 -0.26672 -0.75636  C3 1.298, C6 1.477, N7 1.627
6 C 0.87099 -1.37290 -1.20328  C5 1.477, H12 1.089, H13 1.091, H14 1.086
7 N -1.04297 0.16726 -1.92718  C5 1.627, H15 1.013, H16 1.013
8 H 2.03361 0.11943 2.88440  C1 1.091
9 H 1.17389 1.56148 2.09888  C1 1.101
10 H -1.76925 1.85201 0.32265  N4 1.009
11 H -1.63609 0.94892 1.82037  N4 1.011
12 H 0.29164 -2.11340 -1.75368  C6 1.089
13 H 1.63827 -0.97747 -1.87006  C6 1.091
14 H 1.35242 -1.83097 -0.34402  C6 1.086
15 H -1.66704 -0.58084 -2.20629  N7 1.013
16 H -1.55512 1.03025 -1.79105  N7 1.013


two | ORCA calculation (ωB97M-V with the def2-TZVPD basis set) on a single C4H9N3 molecule.

## Properties
* 2S+1: 1
* SMILES: CC1=NN(C)[C@H]1N

Each atom is followed by the atoms it is bonded to, with distances in Å.
Geometry (Å):
1 C -0.08671 -1.13478 -2.13808  C2 1.480, H8 1.092, H9 1.089, H10 1.094
2 C 0.16718 -0.37847 -0.89145  C1 1.480, N3 1.302, C6 1.483
3 N 0.92260 0.66462 -0.69740  C2 1.302, N4 1.386
4 N 0.37656 1.05245 0.51648  N3 1.386, C5 1.446, C6 1.704
5 C 1.32431 1.42546 1.54278  N4 1.446, H11 1.098, H12 1.090, H13 1.094
6 C -0.49794 -0.40802 0.43332  C2 1.483, N4 1.704, N7 1.392, H14 1.090
7 N -1.88262 -0.50172 0.53715  C6 1.392, H15 1.011, H16 1.010
8 H -0.08121 -2.20987 -1.94856  C1 1.092
9 H 0.68590 -0.89787 -2.86822  C1 1.089
10 H -1.06103 -0.87617 -2.56241  C1 1.094
11 H 2.35485 1.09845 1.35164  C5 1.098
12 H 1.34079 2.51243 1.62574  C5 1.090
13 H 1.06023 1.00968 2.51944  C5 1.094
14 H 0.01028 -1.00788 1.18783  C6 1.090
15 H -2.38390 0.11672 -0.08586  N7 1.011
16 H -2.24930 -0.46502 1.47762  N7 1.010


three | ORCA calculation (ωB97M-V with the def2-TZVPD basis set) on a single C4H9N3 molecule.

## Properties
* 2S+1: 1
* SMILES: CN[C@@](C)(N)C#N

Each atom is followed by the atoms it is bonded to, with distances in Å.
Geometry (Å):
1 C -0.78419 1.59214 1.18224  N2 1.491, H8 1.057, H9 1.037, H10 1.035
2 N 0.03665 1.20803 -0.00143  C1 1.491, C3 1.437, H11 1.023
3 C 0.10703 -0.18675 -0.33785  N2 1.437, C4 1.554, N5 1.748, C6 1.470
4 C 0.88143 -0.53414 -1.63922  C3 1.554, H12 1.040, H13 1.085, H14 1.064
5 N 0.79917 -1.17445 0.92690  C3 1.748, H15 1.022, H16 1.044
6 C -1.28084 -0.66834 -0.28996  C3 1.470, N7 1.151
7 N -2.27241 -1.23813 -0.15708  C6 1.151
8 H -1.13734 2.58749 1.15312  C1 1.057
9 H -1.53308 0.87594 1.22841  C1 1.037
10 H -0.35471 1.46319 2.11473  C1 1.035
11 H 0.91132 1.73522 -0.05966  N2 1.023
12 H 1.88473 -0.31262 -1.47531  C4 1.040
13 H 0.83265 -1.61703 -1.68106  C4 1.085
14 H 0.41324 -0.12140 -2.50048  C4 1.064
15 H 0.01837 -1.81128 1.09934  N5 1.022
16 H 1.47799 -1.79787 0.43731  N5 1.044


four | ORCA calculation (ωB97M-V with the def2-TZVPD basis set) on a single C4H9N3 molecule.

## Properties
* 2S+1: 1
* SMILES: C/N=C/[C@@H]1CN1N

Each atom is followed by the atoms it is bonded to, with distances in Å.
Geometry (Å):
1 C 0.62801 -1.82689 1.54196  N2 1.429, H8 1.140, H9 1.072, H10 1.065
2 N 0.15271 -0.77786 0.69574  C1 1.429, C3 1.267
3 C 0.66883 0.37874 0.69060  N2 1.267, C4 1.406, H11 1.096
4 C 0.14128 1.38781 -0.13487  C3 1.406, C5 1.478, N6 1.513, H12 1.046
5 C -1.25112 1.59458 -0.58593  C4 1.478, N6 1.444, H13 1.041, H14 1.032
6 N -0.32449 1.00458 -1.52267  C4 1.513, C5 1.444, N7 1.403
7 N -0.48513 -0.29996 -2.01350  N6 1.403, H15 1.017, H16 0.988
8 H 1.69312 -1.82895 1.94702  C1 1.140
9 H -0.12796 -1.82509 2.30183  C1 1.072
10 H 0.63823 -2.67768 0.90108  C1 1.065
11 H 1.64788 0.60666 1.12786  C3 1.096
12 H 0.72821 2.25106 -0.19671  C4 1.046
13 H -1.86413 0.87987 -0.14103  C5 1.041
14 H -1.64811 2.51245 -0.84221  C5 1.032
15 H 0.37700 -0.59573 -2.46468  N7 1.017
16 H -0.97434 -0.78359 -1.30449  N7 0.988


The calculated energies rank the structures as follows, beginning with the most stable: three, two, one, four.